33
Properties=species:S:1:pos:R:3 method="wB97M-V/def2-TZVPD" charge=+1 gap_ev=8.92 e_above_lowest_ev=0.000 energy_ha=-2012.683762 homo_ev=-11.668
K -5.86 21.66 -14.15
S -5.37 20.78 -17.91
S -7.20 18.08 -14.33
O -9.96 24.58 -14.73
O -8.46 22.90 -14.79
O -4.76 21.39 -16.68
O -6.18 19.15 -14.69
C -5.05 18.98 -18.04
C -8.79 24.00 -14.43
C -7.03 16.69 -15.49
C -6.47 17.23 -12.88
C -7.16 20.73 -17.64
C -10.24 25.73 -13.94
C -9.02 26.00 -13.02
C -8.05 24.90 -13.49
H -9.27 25.93 -11.97
H -4.64 18.83 -19.03
H -7.56 16.91 -16.42
H -6.00 18.43 -17.95
H -7.41 21.72 -17.27
H -4.49 18.66 -17.17
H -7.69 20.49 -18.56
H -10.57 26.57 -14.54
H -7.40 19.95 -16.93
H -6.58 16.15 -12.89
H -11.07 25.45 -13.29
H -7.25 25.40 -14.05
H -5.99 16.60 -15.83
H -5.46 17.64 -12.85
H -7.49 24.44 -12.67
H -7.02 17.71 -12.07
H -7.30 15.70 -15.13
H -8.54 26.96 -13.20

---

30
Properties=species:S:1:pos:R:3 method="wB97M-V/def2-TZVPD" charge=+1 gap_ev="9.02 / 8.17" e_above_lowest_ev=1.208 energy_ha=-554.774624 homo_ev="-12.865 / -12.691"
O 2.05 1.16 -1.19
N 0.94 -0.25 0.97
N -1.47 -1.73 -0.66
N -0.33 -0.01 -1.91
C 2.01 1.78 0.08
C -0.66 -0.77 -0.94
C 0.87 1.63 2.43
C -0.92 0.07 -3.25
C -2.34 -2.51 -1.54
C 0.55 -0.71 2.24
C 0.09 0.49 3.09
C 0.89 1.18 0.96
H 0.41 2.61 2.55
H 2.98 1.68 0.59
H -1.99 -0.09 -3.21
H -0.98 0.65 2.98
H 1.81 2.84 -0.09
H -0.17 -1.53 2.17
H -2.06 -2.37 -2.58
H 2.52 0.32 -1.11
H -2.24 -3.56 -1.29
H -0.72 1.06 -3.65
H 0.51 0.57 -1.76
H 1.89 1.68 2.81
H -0.46 -0.67 -3.91
H -3.38 -2.21 -1.39
H -1.51 -2.04 0.31
H 0.33 0.37 4.14
H -0.05 1.51 0.50
H 1.46 -1.16 2.67

---

33
Properties=species:S:1:pos:R:3 method="wB97M-V/def2-TZVPD" charge=+1 gap_ev=7.41 e_above_lowest_ev=0.000 energy_ha=-780.640860 homo_ev=-12.284
O 1.78 1.88 0.32
O 2.33 -0.13 1.32
O 1.78 -2.32 1.56
O 1.50 -2.21 -1.39
N 2.09 -0.01 -0.93
N 4.73 -0.24 -0.13
N -0.88 0.19 0.80
C 1.96 -1.35 0.90
C 1.84 -1.25 -0.60
C 2.54 0.76 0.23
C -3.32 0.53 0.86
C -2.08 0.18 -1.30
C -2.15 -0.19 0.18
C 4.07 1.02 0.10
C -2.31 -1.70 0.35
H 2.06 2.43 1.07
H 4.97 -0.71 0.73
H 2.04 0.40 -1.85
H -1.52 -2.24 -0.18
H -4.26 0.23 0.40
H -2.01 1.26 -1.42
H -3.36 0.30 1.92
H -2.98 -0.16 -1.80
H 1.36 -3.05 -0.92
H -0.70 1.19 0.70
H -3.22 1.61 0.74
H 4.38 1.54 1.02
H -3.27 -2.03 -0.05
H -1.22 -0.28 -1.77
H 5.57 -0.13 -0.68
H 4.22 1.70 -0.74
H -2.27 -1.98 1.40
H -0.85 -0.07 1.78

---

32
Properties=species:S:1:pos:R:3 method="wB97M-V/def2-TZVPD" charge=+1 gap_ev=7.30 e_above_lowest_ev=2.835 energy_ha=-987.214995 homo_ev=-12.429
S 1.44 -2.39 1.82
N -0.28 -1.96 0.00
N 0.70 0.98 -1.54
N 0.82 -1.71 0.55
N -1.57 0.32 0.88
N 0.52 1.52 1.14
C -0.45 0.72 0.47
C 3.09 -1.66 1.68
C -0.07 0.24 -0.88
C 1.06 0.59 -2.86
C 0.98 1.89 -3.71
C -0.53 -1.19 -1.19
C -3.25 -0.23 2.62
C -2.25 0.77 2.06
H -0.07 2.34 -3.60
H 2.95 -0.68 1.74
H 0.12 -1.53 -1.88
H 2.10 0.34 -2.90
H 1.10 1.49 -4.80
H -1.41 1.07 2.74
H 0.10 2.30 1.67
H 3.75 -1.81 2.54
H -3.60 -1.04 1.93
H -2.51 1.78 1.83
H -1.53 -1.38 -1.51
H -1.08 -2.57 0.24
H -4.18 0.25 3.01
H 3.61 -1.86 0.72
H 0.44 -0.23 -3.26
H 1.73 2.64 -3.36
H 1.11 1.90 0.38
H -2.83 -0.91 3.45